1.
DFT (ωB97M-V/def2-TZVPD) results for an isolated ion of composition C4H6NO3 and charge -1 in a non-equilibrium geometry.

The geometry in XYZ format:
```
14
Properties=species:S:1:pos:R:3:forces:R:3:mulliken_charge:R:1
C 0.16369 -1.09345 -0.99714 -1.508 -0.273 -1.335 -0.963
N -0.36141 0.20617 -0.60262 0.266 0.476 2.252 0.099
C -0.02337 1.37502 -1.18622 0.620 -0.657 -2.360 0.130
O 0.14812 1.47542 -2.40264 0.174 -0.110 0.201 -0.617
C -0.69614 0.23471 0.81566 0.955 -0.876 1.400 -0.841
C 0.55876 -0.21804 1.83110 -1.121 0.307 -0.056 0.616
O 1.68226 -0.15550 1.32982 0.445 0.181 -0.577 -0.659
O 0.23392 -0.53360 2.99273 -0.530 0.138 -0.420 -0.756
H -0.66176 -1.74224 -1.32949 -0.104 0.264 -0.361 0.294
H 0.84607 -0.99061 -1.83105 0.289 0.032 0.065 0.327
H 0.54604 -1.66479 -0.17278 0.763 0.454 0.497 0.342
H 0.17263 2.29379 -0.63368 -0.603 -0.204 1.064 0.391
H -1.03572 1.19529 1.16871 0.214 0.729 -0.252 0.390
H -1.57310 -0.38217 1.01760 0.141 -0.462 -0.118 0.248
```
Forces are in eV/Å.

Summary:
Lowest unoccupied orbital energy: 3.905 eV
E: -436.556494 Ha
Frontier orbital gap: 0.300 Ha
E_HOMO: -0.1562 hartree
Energy relative to the best compared isomer or geometry (same formula, charge and spin): 112.1 kJ/mol
SMILES: CN(C=O)CC(=O)[O-]
Net charge: -1

***

2.
DFT (ωB97M-V/def2-TZVPD) results for C10H14BN7O3Sn as an isolated structure in a non-equilibrium geometry.

The geometry in XYZ format:
```
36
Properties=species:S:1:pos:R:3:forces:R:3:mulliken_charge:R:1
H 0.88123 3.33529 1.19047 -0.099 -0.185 0.507 0.586
N 0.59573 1.67131 -0.15155 -0.416 1.722 -0.810 -0.591
B 0.21095 0.35174 -2.30730 -1.471 -0.965 0.368 0.149
N 0.52444 1.65924 -1.54662 1.152 0.078 1.436 0.349
C 0.85520 2.86357 -2.04723 -0.469 -0.473 0.928 -0.189
Sn 2.57318 0.95449 0.87183 -0.993 -0.968 -0.780 0.579
H 0.91778 3.01483 -3.11332 -0.118 0.035 0.064 0.447
C 1.04866 3.73107 -0.98107 -0.229 -0.012 0.144 -0.831
H 1.31514 4.76308 -1.05303 -0.013 0.335 0.041 0.427
C 0.81618 2.98195 0.18340 0.453 -0.543 -2.141 -0.269
H 0.29300 0.49704 -3.50301 0.123 0.111 0.178 -0.155
C -1.06295 -1.52382 3.24922 0.750 -1.404 -0.566 -0.469
H -0.76654 -1.62090 4.33425 -0.637 -0.550 -1.331 0.210
H -0.51227 -2.25519 2.61413 -0.420 0.328 0.656 0.221
H -2.15053 -1.66765 3.07356 0.534 -0.189 0.407 0.249
N -1.29417 -0.08782 -1.95698 -0.262 0.084 -0.849 0.300
N 1.18920 -0.75561 -1.83318 1.005 0.240 1.358 0.351
N -1.64281 -0.26598 -0.70150 1.585 0.204 2.525 -0.513
N 1.43481 -0.96753 -0.45583 0.509 -0.551 -1.404 -0.597
C -2.40135 -0.23538 -2.76288 -0.199 -0.035 1.031 -0.313
C 1.99002 -1.54628 -2.58947 -0.314 0.049 0.388 -0.106
H -2.28547 -0.12961 -3.85169 -0.414 -0.112 0.759 0.412
H 1.99586 -1.49817 -3.71593 -0.158 -0.058 1.636 0.360
C -3.47065 -0.50450 -1.88548 0.614 0.083 0.163 -0.999
C 2.71759 -2.34589 -1.70762 0.161 -0.243 -0.365 -0.811
C -2.92409 -0.51309 -0.54534 0.149 0.278 -2.563 0.021
C 2.32607 -1.98174 -0.40676 -0.086 0.653 -1.450 -0.239
H -4.49556 -0.67085 -2.12046 -0.442 -0.070 -0.407 0.375
H 3.45851 -3.07879 -1.99868 -0.178 0.021 0.142 0.393
H -3.36042 -0.64271 0.46057 0.266 0.023 -0.947 0.376
H 2.69726 -2.40302 0.51905 -0.203 0.248 0.047 0.487
H -1.25304 0.17321 3.37368 -2.369 3.619 2.269 0.245
O 1.17592 -0.52582 6.58692 -1.810 -0.808 -2.260 -0.340
N 0.17234 -0.58073 5.88454 -0.102 2.878 3.870 0.480
O -0.87566 0.03658 6.08887 2.078 -1.783 -1.276 -0.255
O -0.69354 -0.23234 2.80447 2.024 -2.043 -1.768 -0.342
```
Forces are in eV/Å.

Summary:
Lowest unoccupied orbital energy (spin up / spin down): -0.619 / -2.841 eV
E: -1237.428504 Ha
Frontier orbital gap (spin up / spin down): 0.276 / 0.145 Ha
E_HOMO (spin up / spin down): -0.2990 / -0.2489 hartree
Energy relative to the best compared isomer or geometry (same formula, charge and spin): 61.1 kJ/mol
Net charge: 0

***

3.
DFT (ωB97M-V/def2-TZVPD) results for C25H35F8N4PPb as an isolated structure.

The geometry in XYZ format:
```
74
Properties=species:S:1:pos:R:3:forces:R:3:mulliken_charge:R:1
Pb -0.41300 0.85084 -0.39000 -0.228 -0.117 0.233 0.896
C -0.58770 1.67698 3.24868 -0.044 0.067 -0.092 -1.037
N -1.29969 2.17654 2.06549 0.037 -0.119 -0.040 0.631
C -2.70764 2.37649 2.42083 0.046 -0.045 -0.110 -1.275
C -0.77383 3.46635 1.61591 0.086 -0.084 -0.106 -1.123
C 0.67561 3.46510 1.05086 0.074 -0.150 0.064 -0.774
N 1.21242 2.13639 0.78104 -0.399 -0.004 0.085 0.523
C 2.44927 1.78854 1.18702 -0.106 -0.162 -0.142 -0.392
C 2.78475 0.41764 1.15593 0.050 0.097 -0.046 -0.106
F 1.82669 -0.44047 0.73311 0.294 0.193 0.173 0.601
C 4.00882 -0.08527 1.51277 0.049 -0.034 -0.010 -0.113
F 4.19566 -1.41271 1.45705 0.013 -0.072 -0.016 -0.318
C 5.03751 0.73872 1.92664 0.101 0.004 0.029 -0.787
C 4.75790 2.09050 1.93705 -0.018 -0.100 0.003 0.234
F 5.72142 2.95636 2.27897 0.090 0.079 0.046 -0.343
C 3.52843 2.60684 1.58167 -0.025 0.065 -0.012 0.546
F 3.42457 3.95451 1.52768 -0.015 0.094 0.014 -0.413
H -0.58547 2.42980 4.05194 -0.024 -0.019 -0.009 0.389
H -1.09050 0.78143 3.61457 0.010 -0.018 -0.021 0.337
H 0.43896 1.42294 3.00229 0.037 0.029 -0.047 0.101
H -3.27938 2.69048 1.54653 0.035 -0.029 0.013 0.317
H -2.80827 3.14645 3.20044 -0.008 -0.014 -0.022 0.395
H -3.13409 1.45153 2.79897 -0.012 -0.078 -0.004 0.323
H -1.46165 3.83460 0.85129 -0.017 -0.018 0.000 0.367
H -0.82311 4.17995 2.45012 0.007 0.092 0.003 0.430
H 0.66026 4.06119 0.12878 0.027 0.078 0.055 0.076
H 1.29798 4.00879 1.75221 0.072 -0.012 0.040 0.476
H 6.00156 0.34859 2.22097 -0.066 0.041 -0.022 0.513
C -0.81269 -1.08582 -4.92077 -0.006 0.000 -0.008 -1.819
C 0.10460 -1.65374 -3.84928 -0.074 0.177 0.045 0.013
N -0.45831 -1.70985 -2.49974 -0.126 0.015 0.071 1.035
C -1.65407 -2.56582 -2.43882 0.059 0.019 -0.069 -0.547
C -2.96558 -1.82734 -2.66286 0.003 -0.013 -0.041 -1.251
C 0.60604 -2.16764 -1.59979 -0.088 0.070 0.066 -0.362
C 0.22425 -2.37609 -0.13652 -0.028 0.030 0.144 -1.846
N -0.64095 -1.31735 0.38588 -0.145 0.001 -0.131 0.152
C -1.54026 -1.66541 1.35568 0.163 0.116 -0.145 0.117
C -2.77757 -1.00777 1.45325 -0.009 0.000 -0.063 -0.144
F -3.04862 -0.04314 0.54445 -0.062 0.207 -0.137 -0.553
C -3.74585 -1.32915 2.37485 0.028 0.060 -0.039 0.362
F -4.90183 -0.64493 2.35606 -0.053 0.042 0.001 -0.343
C -3.56051 -2.34324 3.29004 -0.066 -0.044 0.101 -0.683
C -2.35224 -3.00498 3.22902 -0.016 0.059 -0.017 0.003
F -2.09478 -3.97953 4.10871 0.041 -0.137 0.123 -0.327
C -1.36938 -2.67782 2.31631 0.027 0.025 0.014 0.867
F -0.19320 -3.32161 2.40918 0.135 -0.086 -0.012 -0.347
H -0.23601 -0.91730 -5.83303 -0.030 -0.005 0.020 0.422
H -1.24755 -0.13358 -4.60603 0.018 -0.057 -0.014 0.321
H -1.62490 -1.77071 -5.16872 0.049 0.057 0.002 0.449
H 0.43356 -2.65875 -4.15933 0.041 -0.070 -0.023 0.395
H 1.00410 -1.03713 -3.79806 -0.209 -0.059 -0.022 -0.381
H -1.69848 -3.02303 -1.45408 0.001 -0.015 0.034 0.335
H -1.55988 -3.38867 -3.16311 0.035 -0.062 -0.005 0.407
H -3.07781 -1.04115 -1.92174 -0.023 0.112 0.119 0.077
H -3.80494 -2.51884 -2.55384 0.045 0.021 0.004 0.414
H -3.03043 -1.37615 -3.65086 -0.035 -0.007 0.052 0.330
H 1.39757 -1.41732 -1.63382 0.048 0.015 -0.076 -0.097
H 1.04745 -3.10774 -1.96557 0.057 -0.082 0.044 0.438
H 1.16741 -2.44364 0.41331 -0.103 -0.220 -0.048 0.493
H -0.26274 -3.34674 -0.02717 -0.125 -0.001 0.033 0.748
H -4.31419 -2.59869 4.02106 0.039 0.002 -0.043 0.514
C 3.31876 2.43859 -1.85604 -0.135 -0.021 -0.031 -1.310
P 2.09087 1.15237 -2.32066 0.285 0.094 -0.161 1.141
C 1.32903 2.01295 -3.75787 -0.004 -0.075 0.081 -1.352
C 3.26405 -0.01048 -3.14019 0.006 0.027 0.040 -1.620
H 3.90812 2.70494 -2.73638 0.017 0.051 0.034 0.553
H 3.98429 2.06529 -1.07726 -0.029 0.002 -0.025 0.261
H 2.80959 3.32783 -1.47911 0.034 -0.054 0.021 0.305
H 2.08534 2.22343 -4.51600 -0.041 0.045 -0.038 0.432
H 0.91054 2.95902 -3.40581 -0.019 -0.041 -0.039 0.378
H 0.52158 1.42683 -4.20004 0.065 -0.005 0.023 0.207
H 3.68101 0.44726 -4.03988 0.045 -0.012 0.025 0.469
H 2.80958 -0.96393 -3.40425 0.119 0.085 0.039 0.479
H 4.07503 -0.20773 -2.43680 0.001 -0.028 -0.005 0.385
```
Forces are in eV/Å.

Summary:
Lowest unoccupied orbital energy: 0.178 eV
E: -2525.702071 Ha
Frontier orbital gap: 0.280 Ha
E_HOMO: -0.2733 hartree
Energy relative to the best compared isomer or geometry (same formula, charge and spin): 31.1 kJ/mol
Net charge: 0

***

4.
DFT (ωB97M-V/def2-TZVPD) results for a 3-piece molecular cluster, C4H14NO3 overall in a non-equilibrium geometry.

The geometry in XYZ format:
```
22
Properties=species:S:1:pos:R:3:forces:R:3:mulliken_charge:R:1
C -1.01948 -0.45268 0.51222 5.842 -0.802 3.556 -0.878
O -0.11733 -1.35771 -0.09389 -0.422 -0.529 0.364 -1.029
C -0.13300 0.70074 1.40600 -3.611 -0.538 -5.230 -0.756
C 0.11949 1.92302 0.45232 -0.685 0.915 -0.378 -0.648
C 0.49595 1.69477 -1.12695 -4.011 -0.339 -0.737 -0.481
N 1.41547 0.59090 -1.31201 0.474 -0.120 0.788 -0.760
H -1.44033 0.07017 -0.23014 -2.864 1.763 -2.203 0.607
H -1.50599 -1.00798 1.28576 -1.611 0.012 0.186 0.475
H -0.82084 0.87845 2.19154 -0.074 0.846 1.151 0.477
H 0.76573 0.29710 1.64115 2.445 -1.532 1.256 0.376
H -0.86066 2.52369 0.44599 1.653 -0.221 0.214 0.316
H 0.98670 2.41667 0.98303 -0.939 0.470 -0.924 0.304
H 0.55977 2.62798 -1.78600 1.305 -0.519 1.591 0.288
H -0.54890 1.41300 -1.80381 2.327 -0.020 2.318 0.152
H 0.74400 -0.24750 -1.29422 1.969 0.913 0.702 0.510
H 2.08849 0.57352 -0.45472 -1.799 -0.370 -2.034 0.284
H 0.43993 -2.15433 1.27543 1.552 -0.735 0.745 0.383
H 1.82046 -2.55689 1.69348 12.211 0.422 -5.326 0.198
O 1.07415 -2.57928 2.01004 -13.628 0.316 4.202 -0.679
H -1.77408 -2.21899 -2.45986 -2.011 -5.377 -2.383 0.189
H -0.81088 -1.65982 -1.22044 -0.728 0.463 -0.770 0.409
O -1.47865 -1.47482 -2.11490 2.606 4.982 2.912 -0.735
```
Forces are in eV/Å.

Summary:
Lowest unoccupied orbital energy: 4.003 eV
E: -441.172639 Ha
Frontier orbital gap: 0.297 Ha
E_HOMO: -0.1499 hartree
Energy relative to the best compared isomer or geometry (same formula, charge and spin): 383.7 kJ/mol
Net charge: -1

***

5.
DFT (ωB97M-V/def2-TZVPD) results for an isolated ion of composition C5H12NO and charge -2 in a non-equilibrium geometry.

The geometry in XYZ format:
```
19
Properties=species:S:1:pos:R:3:forces:R:3:mulliken_charge:R:1
C 2.04659 0.03212 0.57619 2.006 -1.742 2.623 -3.131
C 0.52159 -0.18085 0.36617 1.910 4.460 -3.225 0.451
C -0.11735 1.30437 0.23300 1.384 -0.315 0.309 -0.151
C 0.24432 2.10868 1.46498 0.068 1.195 0.543 -3.498
N 0.25764 -0.93129 -0.81379 -0.686 -2.302 1.516 -0.293
C -1.07901 -1.63181 -0.88239 -1.014 -0.463 0.092 -0.532
O -2.19846 -0.99415 -1.29707 1.092 -0.025 -0.330 -0.868
H 2.69601 0.58165 -0.14431 -1.209 0.216 0.186 0.407
H 2.31595 0.39465 1.65078 -0.598 -0.066 -1.899 0.698
H 2.64185 -0.93807 0.62776 -1.040 0.456 -0.308 0.783
H 0.03205 -0.60442 1.15801 -0.836 -1.286 2.292 0.684
H 0.22114 1.92984 -0.68372 -0.540 -1.579 1.085 0.490
H -1.17745 1.10543 0.23270 -0.460 0.326 -0.545 0.176
H -0.34931 1.89656 2.33722 -0.524 -0.568 0.448 0.228
H 0.10004 3.18407 1.37402 -0.205 0.327 -0.324 1.470
H 1.26531 2.06929 1.84135 0.182 -0.246 -0.385 0.424
H 0.44784 -0.36356 -1.57575 -0.017 1.032 -1.999 0.266
H -0.81580 -2.58936 -1.46871 -0.352 0.633 0.181 0.245
H -1.29034 -1.98887 0.17603 0.838 -0.054 -0.261 0.151
```
Forces are in eV/Å.

Summary:
Lowest unoccupied orbital energy (spin up / spin down): 6.846 / 7.096 eV
E: -327.496692 Ha
Frontier orbital gap (spin up / spin down): 0.102 / 0.252 Ha
E_HOMO (spin up / spin down): 0.1496 / 0.0085 hartree
Expectation value of S²: 0.751
2S+1: 2
Energy relative to the best compared isomer or geometry (same formula, charge and spin): 98.2 kJ/mol
Net charge: -2

***

6.
DFT (ωB97M-V/def2-TZVPD) results for a 2-piece molecular cluster, CH4NS overall in a non-equilibrium geometry.

The geometry in XYZ format:
```
7
Properties=species:S:1:pos:R:3:forces:R:3:mulliken_charge:R:1
S -1.79720 -0.32817 1.65576 0.012 -0.043 0.363 -0.854
H -1.19566 0.12944 2.77730 -0.068 -0.063 -0.131 -0.017
C 0.54197 0.32498 -1.10452 -0.984 1.807 -1.956 -3.842
N 1.19668 -0.68612 -0.83321 1.350 -1.831 1.048 -0.369
H -0.28917 0.67725 -0.51839 -0.335 0.355 0.380 0.229
H 0.69232 0.88782 -2.05452 0.084 0.002 0.320 2.349
H 0.85107 -1.00520 0.07758 -0.059 -0.226 -0.024 0.503
```
Forces are in eV/Å.

Summary:
Lowest unoccupied orbital energy (spin up / spin down): 7.090 / 6.908 eV
E: -493.275931 Ha
Frontier orbital gap (spin up / spin down): 0.085 / 0.251 Ha
E_HOMO (spin up / spin down): 0.1755 / 0.0026 hartree
Expectation value of S²: 0.753
2S+1: 2
Energy relative to the best compared isomer or geometry (same formula, charge and spin): 1.2 kJ/mol
Net charge: -2